Entry 1:
Computed, not measured: C51H90AsBrGeIN4O2PRbSi3Te as an isolated structure, with ωB97M-V with the def2-TZVPD basis set.

ORCA input file:
```
! wB97M-V def2-TZVPD RIJCOSX def2/J DEFGRID3
* xyz -2 2
Rb -0.7323 -0.7025 -0.5600
C 5.0334 -1.5225 1.4033
Si 4.9210 0.3565 1.3398
C 5.8360 0.9065 2.9098
C 6.0093 0.9452 -0.0811
As 2.6304 0.8911 0.9258
Si 2.3017 1.4839 3.9744
C 2.4534 -0.3029 4.5750
C 0.4637 1.9145 3.9369
C 3.0019 2.5538 5.3802
Si 2.9699 3.2398 0.7721
C 1.4407 4.1562 1.4153
C 4.4016 3.9122 1.8160
C 3.3919 3.8359 -0.9554
H 6.0785 -1.8385 1.4813
H 4.6038 -1.9851 0.5157
H 4.4929 -1.9084 2.2720
H 6.8678 0.5442 2.8466
H 5.3897 0.4790 3.8058
H 5.8627 1.9892 3.0340
H 6.9394 0.3701 -0.1148
H 6.2654 2.0026 0.0230
H 5.4970 0.8177 -1.0354
H 2.1980 -1.0142 3.7871
H 1.7763 -0.4620 5.4215
H 3.4663 -0.5281 4.9086
H -0.0505 1.4326 3.1030
H 0.3236 2.9928 3.8356
H -0.0185 1.5899 4.8664
H 4.0843 2.4487 5.4842
H 2.5353 2.2470 6.3235
H 2.7840 3.6118 5.2164
H 1.6497 4.5927 2.3970
H 0.5933 3.4781 1.5228
H 1.1365 4.9567 0.7371
H 4.2778 3.6835 2.8761
H 4.4428 5.0006 1.7045
H 5.3609 3.5044 1.4927
H 2.7102 3.4644 -1.7180
H 4.4038 3.5198 -1.2247
H 3.3583 4.9299 -0.9608
O -2.0416 -1.2207 2.1472
P -2.9073 -0.5243 3.1222
N -3.4639 0.9057 2.5161
C -4.1142 1.9412 3.3221
C -3.2590 3.1801 3.0811
C -2.9087 3.0373 1.5994
C -2.6542 1.5365 1.4435
N -2.0161 -0.3086 4.5209
C -0.7871 -1.1162 4.6951
C -0.5690 -1.1415 6.2074
C -1.9845 -1.0290 6.7691
C -2.6222 -0.0171 5.8207
N -4.2929 -1.3008 3.6106
C -5.5955 -1.0620 2.9506
C -6.3145 -2.4082 3.0291
C -5.1695 -3.4153 2.9931
C -4.1250 -2.7488 3.8795
H -4.1774 1.6546 4.3719
H -5.1362 2.1100 2.9609
H -2.3490 3.1195 3.6849
H -3.7807 4.1082 3.3192
H -2.0370 3.6206 1.3025
H -3.7527 3.3470 0.9789
H -1.5946 1.3139 1.5911
H -2.9557 1.1583 0.4657
H 0.0498 -0.6686 4.1605
H -0.9242 -2.1249 4.2988
H 0.0201 -0.2752 6.5214
H -0.0431 -2.0419 6.5251
H -2.0152 -0.7058 7.8108
H -2.5010 -1.9886 6.6859
H -2.3785 1.0045 6.1397
H -3.7070 -0.1180 5.7715
H -5.4567 -0.7555 1.9137
H -6.1463 -0.2711 3.4671
H -7.0202 -2.5451 2.2113
H -6.8551 -2.4928 3.9776
H -4.7922 -3.5233 1.9732
H -5.4578 -4.4030 3.3536
H -3.1113 -3.0698 3.6332
H -4.3099 -2.9625 4.9397
Br -0.3010 6.1855 -1.6867
C -1.8391 5.1770 -2.1746
C -2.9419 5.8857 -2.6327
C -4.0980 5.2027 -2.9738
C -4.1472 3.8210 -2.8520
C -3.0419 3.1128 -2.4026
C -1.8729 3.7938 -2.0626
I -0.2275 2.6334 -1.4884
H -2.8855 6.9627 -2.7174
H -4.9559 5.7547 -3.3386
H -5.0483 3.2805 -3.1144
H -3.0606 2.0168 -2.3414
C 1.8110 -1.1851 -3.5905
Ge 2.7590 -1.1350 -1.8648
C 2.2499 -2.8507 -1.0276
C 4.6495 -1.4339 -2.4248
C 2.4294 0.5682 -1.0129
H 2.2367 -1.9786 -4.2115
H 1.9172 -0.2345 -4.1185
H 0.7437 -1.3881 -3.4634
H 2.4344 -3.6167 -1.7841
H 1.1934 -2.9207 -0.7687
H 2.8309 -3.0938 -0.1372
H 4.6698 -2.2573 -3.1440
H 5.3105 -1.6841 -1.5936
H 5.0468 -0.5432 -2.9172
H 3.1341 1.2436 -1.5110
C -1.4854 0.2865 -4.2290
C -2.0701 -0.5596 -3.0925
O -2.8296 0.0658 -2.2411
N -1.7461 -1.8116 -3.0603
Te -3.1387 -2.8397 -1.7535
C -5.0069 -4.3560 -0.6175
C -6.1015 -3.5873 -0.1803
C -6.0327 -2.0766 -0.2542
C -7.2779 -4.1639 0.3083
C -7.4294 -5.5403 0.3857
C -8.6942 -6.1666 0.9174
C -6.3782 -6.3236 -0.0770
C -5.2068 -5.7524 -0.5788
C -4.1422 -6.6911 -1.1022
C -1.7040 -4.4099 -1.5781
C -1.2410 -4.7875 -0.3070
C -1.8490 -4.2613 0.9677
C -0.1932 -5.7030 -0.1964
C 0.4135 -6.2595 -1.3098
C 1.5767 -7.2073 -1.1779
C -0.0813 -5.9109 -2.5585
C -1.1281 -5.0071 -2.7140
C -1.6270 -4.7363 -4.1059
H -1.2328 -0.3523 -5.0741
H -0.5749 0.7950 -3.9034
H -2.2022 1.0508 -4.5421
H -5.1332 -1.6934 0.2347
H -6.9125 -1.6094 0.1997
H -5.9682 -1.7399 -1.2923
H -8.0967 -3.5236 0.6387
H -9.3546 -5.4084 1.3437
H -8.4799 -6.9019 1.6979
H -9.2503 -6.6845 0.1301
H -6.4794 -7.4089 -0.0523
H -4.5475 -7.6933 -1.2712
H -3.3012 -6.7801 -0.4098
H -3.7310 -6.3162 -2.0393
H -1.8556 -3.1700 1.0049
H -1.2970 -4.6404 1.8321
H -2.8937 -4.5728 1.0441
H 0.1631 -5.9745 0.7935
H 1.7424 -7.4817 -0.1350
H 2.4978 -6.7528 -1.5524
H 1.4088 -8.1245 -1.7476
H 0.3594 -6.3569 -3.4468
H -1.3255 -5.5418 -4.7803
H -1.2522 -3.7775 -4.4644
H -2.7153 -4.6440 -4.1094
*
```

Summary:
relative energy (zero: lowest compared OMol25 entry of this formula, charge and spin)	0.0	kJ/mol
LUMO level (alpha / beta)	3.449 / 3.397	eV
⟨S²⟩	0.7542
HOMO (alpha / beta)	-1.11 / -1.11	eV
molar mass	1473.9	u

These are the Löwdin partial charges, in e, on atoms 1 to 2:
1 Rb 0.513
2 C -0.225

=====

Entry 2:
Computed, not measured: a 8-piece molecular cluster, C51H90F10N2O8PSi overall, with ωB97M-V with the def2-TZVPD basis set.

ORCA input file:
```
! wB97M-V def2-TZVPD RIJCOSX def2/J DEFGRID3
* xyz 1 1
C 0.8729 -3.5672 6.9434
C 0.1000 -2.1861 6.7205
P 0.6171 -1.3329 5.1428
C 2.4900 -1.2478 5.1918
C 3.1148 -1.9600 3.9042
C -0.1782 0.3696 4.9394
N 0.7135 1.2689 4.1039
C 0.7618 0.8196 2.6718
C 1.6268 1.7626 1.7632
F 1.7081 3.0530 2.2732
F 1.0626 1.9089 0.5164
C 3.1081 1.2871 1.5191
F 3.2315 -0.0175 1.2128
F 3.5673 1.9782 0.4306
F 3.9104 1.6752 2.5546
C -0.6648 0.6584 2.0186
N -1.5108 -0.2111 2.8814
C -1.6167 0.3343 4.2472
C -2.2310 1.7928 4.2039
O -2.4145 2.3046 5.5441
C -3.1865 3.4301 5.5475
F -2.6140 4.4920 4.9090
F -4.4418 3.2507 5.0770
F -3.3133 3.8002 6.8564
C -2.6491 -0.5183 5.1077
F -3.9445 -0.0090 4.9833
F -2.3471 -0.3549 6.4645
C -2.7403 -2.0030 4.6782
C -3.6286 -2.9123 5.6059
Si -3.4238 -4.7798 5.2683
C -5.0689 -5.4010 4.4971
C -3.0135 -5.6238 6.9197
C -2.0698 -5.2043 4.0042
C -2.0013 -4.6238 2.6793
C -0.9684 -5.0130 1.7295
C 0.0217 -6.0098 2.0671
C -0.0398 -6.5653 3.4073
C -1.0551 -6.1937 4.3710
H 1.1491 -3.9894 5.9480
H 0.2221 -4.2795 7.5103
H 1.7904 -3.3657 7.5429
H -0.9866 -2.4514 6.7289
H 0.3457 -1.5035 7.5753
H 2.9235 -0.2293 5.3600
H 2.8367 -1.8703 6.0594
H 3.8593 -1.2935 3.3954
H 2.3370 -2.3564 3.2103
H 3.7125 -2.8453 4.2498
H -0.2287 0.8674 5.9463
H 1.6957 1.2375 4.4302
H 0.4478 2.2639 4.1921
H 1.2441 -0.1948 2.6173
H -0.5412 0.0888 1.0608
H -1.1608 1.6164 1.7411
H -1.0140 -1.1095 2.8848
H -3.1727 1.8261 3.5951
H -1.5424 2.5273 3.6957
H -1.7563 -2.5105 4.5401
H -3.2303 -2.0014 3.6665
H -3.4737 -2.6914 6.6997
H -4.6991 -2.6304 5.4014
H -4.9305 -6.5071 4.3709
H -5.9612 -5.1292 5.1048
H -5.1541 -4.9955 3.4504
H -2.8535 -6.7201 6.7671
H -3.8575 -5.4364 7.6250
H -2.0653 -5.1664 7.3124
H -2.7429 -3.8693 2.3440
H -0.9560 -4.5585 0.7122
H 0.7744 -6.3060 1.3137
H 0.7031 -7.3308 3.7120
H -1.0280 -6.6935 5.3598
C 7.5118 -1.4758 2.7344
C 7.1620 -0.5389 3.8756
C 7.1965 -1.4726 5.0714
O 8.1622 -2.4848 4.7782
C 8.5209 -2.4020 3.3914
H 7.9078 -0.9693 1.8542
H 6.6247 -2.0421 2.4326
H 7.9358 0.2269 3.9773
H 6.1998 -0.0373 3.7544
H 6.2273 -1.9654 5.2196
H 7.4715 -0.9603 5.9952
H 9.5341 -1.9923 3.3301
H 8.5230 -3.4008 2.9528
C 3.5717 5.1497 -0.5316
C 3.0486 6.2222 -1.4694
C 4.0562 6.1641 -2.6033
O 4.5213 4.8094 -2.6753
C 4.0869 4.1050 -1.5073
H 2.8180 4.7583 0.1530
H 4.3997 5.5473 0.0625
H 2.0563 5.9428 -1.8363
H 2.9771 7.2096 -1.0133
H 4.9199 6.8061 -2.4011
H 3.6247 6.4541 -3.5625
H 3.2900 3.4153 -1.8080
H 4.9156 3.5228 -1.1010
C -6.5179 -3.7058 -0.3558
C -6.1125 -5.0923 -0.8226
C -4.6504 -5.1441 -0.4185
O -4.5135 -4.3209 0.7513
C -5.7162 -3.5580 0.9255
H -7.5907 -3.5902 -0.2013
H -6.1952 -2.9588 -1.0873
H -6.6791 -5.8489 -0.2734
H -6.2655 -5.2602 -1.8861
H -4.0066 -4.7267 -1.2002
H -4.3125 -6.1573 -0.1942
H -6.2579 -3.9743 1.7822
H -5.4626 -2.5183 1.1459
C 7.9085 5.1866 -5.7168
C 6.6215 4.4564 -5.3792
C 5.8141 4.6401 -6.6517
O 6.7537 4.7136 -7.7305
C 8.0732 4.8646 -7.1920
H 8.7624 4.8746 -5.1151
H 7.7707 6.2636 -5.5821
H 6.8291 3.3942 -5.2181
H 6.1156 4.8415 -4.4950
H 5.2495 5.5794 -6.6323
H 5.1167 3.8190 -6.8292
H 8.6053 3.9178 -7.3345
H 8.6042 5.6469 -7.7370
C 0.9184 6.6031 -4.9436
C 0.0632 5.4538 -4.4425
C -1.3410 5.9697 -4.7085
O -1.2567 6.8223 -5.8554
C 0.1222 7.0857 -6.1425
H 1.9383 6.3137 -5.1984
H 0.9652 7.3901 -4.1844
H 0.2538 4.5601 -5.0436
H 0.2335 5.2020 -3.3947
H -1.7102 6.5695 -3.8693
H -2.0542 5.1662 -4.9015
H 0.3896 6.5279 -7.0465
H 0.2600 8.1504 -6.3374
C 1.0986 6.8629 -10.5222
C -0.1876 6.1328 -10.1822
C -0.9953 6.3090 -11.4559
O -0.0545 6.3781 -12.5340
C 1.2642 6.5335 -11.9956
H 1.9530 6.5547 -9.9185
H 0.9595 7.9402 -10.3926
H 0.0212 5.0716 -10.0159
H -0.6952 6.5226 -9.2991
H -1.5607 7.2468 -11.4415
H -1.6914 5.4864 -11.6294
H 1.7975 5.5866 -12.1329
H 1.7946 7.3136 -12.5441
C -8.9938 -8.8590 -3.1831
C -9.3321 -7.8107 -4.2268
C -8.7022 -6.5630 -3.6337
O -7.5627 -6.9943 -2.8761
C -7.6106 -8.4210 -2.7357
H -9.0140 -9.8803 -3.5630
H -9.6964 -8.7910 -2.3475
H -8.8465 -8.0604 -5.1744
H -10.4009 -7.7016 -4.4105
H -9.3907 -6.0575 -2.9479
H -8.3853 -5.8495 -4.3966
H -6.8324 -8.8482 -3.3770
H -7.3972 -8.6947 -1.7006
*
```

Summary:
LUMO level	-3.056	eV
HOMO	-10.22	eV
molar mass	1108.3	u

These are the Löwdin partial charges, in e, on atoms 1 to 2:
1 C -0.128
2 C -0.376